# C25H26Cl2IrNOP2

A structure of composition C25H26Cl2IrNOP2 (ωB97M-V/def2-TZVPD, the Open Molecules 2025 dataset).

CARTESIAN COORDINATES (ANGSTROEM)
Ir (-0.020, 0.639, 0.557)
C (-0.867, 2.822, 1.736)
C (0.255, 2.123, 2.234)
C (0.051, 1.005, 3.055)
C (-1.215, 0.838, 3.665)
C (-2.264, 1.681, 3.352)
C (-2.114, 2.612, 2.317)
H (-0.739, 3.660, 1.061)
H (1.239, 2.519, 2.048)
H (0.900, 0.458, 3.443)
H (-1.332, 0.082, 4.433)
H (-3.201, 1.606, 3.886)
H (-2.951, 3.230, 2.018)
C (2.367, -1.718, -0.242)
P (0.738, -1.492, 0.493)
C (0.844, -2.218, 2.142)
C (-0.452, -2.416, -0.478)
C (-0.140, -3.602, -1.135)
C (-1.127, -4.263, -1.852)
C (-2.414, -3.746, -1.913)
C (-2.732, -2.566, -1.253)
C (-1.751, -1.894, -0.534)
P (-2.119, -0.402, 0.426)
C (-3.234, 0.610, -0.570)
C (-3.108, -1.016, 1.808)
H (2.670, -2.758, -0.101)
H (3.108, -1.087, 0.246)
H (2.337, -1.503, -1.310)
H (1.016, -3.290, 2.008)
H (-0.084, -2.079, 2.692)
H (1.676, -1.800, 2.708)
H (0.859, -4.019, -1.100)
H (-0.892, -5.186, -2.366)
H (-3.176, -4.266, -2.478)
H (-3.744, -2.184, -1.310)
H (-4.203, 0.111, -0.633)
H (-2.829, 0.747, -1.571)
H (-3.381, 1.582, -0.101)
H (-3.827, -1.728, 1.398)
H (-3.663, -0.218, 2.291)
H (-2.492, -1.532, 2.543)
Cl (-0.704, 0.579, -4.336)
C (0.677, 1.155, -3.551)
C (1.730, 1.707, -4.256)
C (2.869, 2.164, -3.601)
Cl (4.124, 2.820, -4.503)
C (2.996, 2.080, -2.162)
C (4.129, 2.483, -1.441)
C (4.136, 2.322, -0.075)
C (3.014, 1.798, 0.563)
N (1.913, 1.434, -0.089)
C (1.918, 1.552, -1.445)
C (0.744, 1.068, -2.130)
O (-0.213, 0.553, -1.451)
H (1.673, 1.781, -5.335)
H (4.987, 2.900, -1.953)
H (4.999, 2.603, 0.514)
H (3.018, 1.662, 1.637)

Properties
Spin multiplicity: 2
Lowest unoccupied orbital energy (spin up / spin down), eV: -10.45 / -11.71
<S²>: 0.77
HOMO-LUMO gap (spin up / spin down), eV: 6.922 / 6.319
ΔE to the lowest compared entry with this formula, charge and spin, kJ/mol: 0.00
Charge: +3
HOMO level (spin up / spin down), eV: -17.377 / -18.031

Results of the Löwdin charge analysis, in e, for atoms 1 through 8: 1.07 -0.10 -0.25 -0.14 -0.04 -0.05 -0.03 0.13